(1)
{"formula": "C31H51F18N4O24P", "method": "the ωB97M-V functional and the def2-TZVPD basis", "charge": 1, "s_squared": 0.76, "homo_ev": [-12.95, -12.95], "gap_ev": [8.137, 2.898], "energy_ev": -146256.502, "spin_multiplicity": 2, "symbols": ["C", "N", "O", "O", "H", "H", "H", "C", "N", "O", "O", "H", "H", "H", "C", "N", "O", "O", "H", "H", "H", "C", "N", "O", "O", "H", "H", "H", "C", "O", "P", "O", "O", "C", "O", "C", "H", "H", "H", "H", "H", "H", "H", "H", "H", "C", "C", "O", "C", "O", "C", "F", "F", "F", "H", "H", "H", "H", "H", "C", "C", "O", "C", "O", "C", "F", "F", "F", "H", "H", "H", "H", "H", "C", "C", "O", "C", "O", "C", "F", "F", "F", "H", "H", "H", "H", "H", "C", "C", "O", "C", "O", "C", "F", "F", "F", "H", "H", "H", "H", "H", "C", "C", "O", "C", "O", "C", "F", "F", "F", "H", "H", "H", "H", "H", "C", "C", "O", "C", "O", "C", "F", "F", "F", "H", "H", "H", "H", "H"], "xyz": [[2.560, 3.132, -2.380], [3.113, 4.351, -1.900], [4.281, 4.330, -1.609], [2.351, 5.312, -1.708], [2.844, 2.319, -1.712], [3.004, 2.888, -3.345], [1.495, 3.255, -2.578], [-1.005, 6.111, -1.819], [-0.903, 5.449, -0.466], [-0.363, 6.002, 0.478], [-1.293, 4.249, -0.446], [-0.178, 5.733, -2.420], [-0.907, 7.194, -1.753], [-1.937, 5.754, -2.256], [1.099, 0.667, -4.787], [1.687, -0.209, -3.741], [2.857, -0.164, -3.440], [0.878, -1.045, -3.402], [0.628, 0.026, -5.533], [1.978, 1.154, -5.210], [0.458, 1.411, -4.313], [-0.212, 0.736, 0.006], [0.819, -0.215, -0.487], [0.549, -1.401, -0.456], [1.834, 0.319, -0.826], [-1.028, 0.576, -0.699], [0.207, 1.735, -0.111], [-0.456, 0.400, 1.014], [-2.395, 5.981, -5.771], [-2.988, 4.785, -5.366], [-2.070, 3.448, -5.122], [-0.665, 3.779, -4.785], [-2.947, 2.690, -4.011], [-2.604, 1.388, -3.624], [-2.285, 2.631, -6.557], [-3.536, 2.121, -6.941], [-2.422, 6.601, -4.875], [-3.015, 6.491, -6.508], [-1.322, 6.030, -5.956], [-3.296, 0.655, -4.040], [-2.612, 1.304, -2.538], [-1.632, 0.922, -3.780], [-3.420, 1.098, -7.298], [-3.968, 2.639, -7.797], [-4.262, 2.096, -6.128], [-6.556, 3.636, 4.401], [-5.564, 3.003, 5.486], [-4.284, 2.807, 4.808], [-3.931, 1.700, 4.213], [-4.762, 0.835, 3.881], [-2.433, 1.633, 3.835], [-1.746, 1.543, 4.943], [-2.183, 0.531, 3.149], [-2.060, 2.668, 3.097], [-6.046, 4.478, 3.934], [-7.531, 3.823, 4.851], [-6.779, 2.921, 3.609], [-5.967, 2.026, 5.752], [-5.465, 3.491, 6.456], [5.055, -1.684, -1.006], [3.800, -2.460, -1.102], [3.725, -3.160, -2.331], [4.715, -4.161, -2.616], [5.729, -4.446, -1.912], [4.510, -4.836, -3.957], [4.286, -6.121, -3.728], [3.439, -4.423, -4.614], [5.620, -4.704, -4.734], [5.283, -1.293, -1.997], [5.859, -2.355, -0.703], [5.046, -0.885, -0.265], [3.039, -1.681, -1.142], [3.794, -2.989, -0.149], [-4.879, -4.848, 2.340], [-3.730, -3.858, 2.256], [-3.915, -3.231, 0.946], [-3.069, -2.214, 0.733], [-1.964, -2.167, 1.269], [-3.539, -1.357, -0.544], [-4.761, -1.703, -0.881], [-3.483, -0.051, -0.252], [-2.775, -1.515, -1.629], [-5.083, -5.502, 3.187], [-4.848, -5.467, 1.443], [-5.818, -4.307, 2.227], [-2.812, -4.439, 2.161], [-3.838, -3.037, 2.965], [2.780, -0.504, 2.767], [1.461, -1.262, 2.705], [0.890, -1.092, 4.042], [-0.027, -2.001, 4.595], [-0.538, -2.910, 3.949], [-0.435, -1.707, 6.100], [-1.579, -1.098, 6.194], [-0.491, -2.834, 6.782], [0.481, -0.851, 6.717], [3.622, -1.059, 3.180], [2.656, 0.465, 3.251], [3.114, -0.244, 1.762], [1.654, -2.314, 2.491], [0.778, -0.845, 1.965], [5.925, 1.265, 1.735], [5.005, 2.254, 1.023], [4.353, 3.136, 1.949], [3.063, 3.460, 1.845], [2.215, 3.005, 1.112], [2.755, 4.675, 2.802], [3.493, 4.653, 3.860], [2.890, 5.826, 2.176], [1.435, 4.565, 3.241], [6.601, 0.808, 1.012], [5.307, 0.487, 2.182], [6.664, 1.571, 2.476], [4.368, 1.686, 0.345], [5.583, 2.784, 0.266], [1.228, -4.841, 0.244], [-0.155, -5.486, 0.416], [-0.047, -6.412, 1.469], [-0.477, -7.757, 1.364], [-1.206, -8.236, 0.461], [0.028, -8.559, 2.543], [0.356, -9.804, 2.126], [1.137, -8.147, 3.176], [-0.973, -8.713, 3.370], [1.946, -5.596, -0.078], [1.495, -4.436, 1.220], [1.191, -4.049, -0.504], [-0.558, -5.925, -0.497], [-0.992, -4.896, 0.789]], "lowdin_charge": [0.0106, -0.4341, 0.0886, 0.0673, 0.0769, 0.1089, 0.0980, 0.0476, -0.3957, 0.0884, -0.0112, 0.0786, 0.1030, 0.0902, 0.0588, -0.4289, 0.0924, 0.0643, 0.1180, 0.1056, 0.0681, 0.1285, -0.3402, 0.2505, 0.1325, 0.1004, 0.1086, 0.1024, -0.1288, -0.2161, 0.5059, -0.2468, -0.1907, -0.1217, -0.2220, -0.1264, 0.0779, 0.0986, 0.0911, 0.1015, 0.0734, 0.0685, 0.0900, 0.0949, 0.0869, -0.0361, -0.1277, 0.0229, -0.3593, 0.1073, -0.5982, 0.2021, 0.1572, 0.1943, 0.0747, 0.0745, 0.0678, 0.1118, 0.1230, -0.0549, -0.2498, 0.0117, -0.2028, 0.1443, -0.5638, 0.1871, 0.1834, 0.1660, 0.1029, 0.0913, 0.0719, 0.0878, 0.1358, -0.0505, -0.1523, 0.0244, -0.2875, 0.1559, -0.5317, 0.2056, 0.1569, 0.1632, 0.0913, 0.0848, 0.0824, 0.1174, 0.1427, -0.0470, -0.1723, -0.0120, -0.2617, 0.1289, -0.5338, 0.2000, 0.1930, 0.1115, 0.0902, 0.0918, 0.0497, 0.1173, 0.0772, -0.0528, -0.1973, 0.0551, -0.3453, 0.1262, -0.5449, 0.2141, 0.2002, 0.1088, 0.0799, 0.0502, 0.0882, 0.0986, 0.1220, -0.0332, -0.2196, -0.0208, -0.2448, 0.1339, -0.5698, 0.1498, 0.1695, 0.2037, 0.0906, 0.0710, 0.0594, 0.1260, 0.1069]}

(2)
{"formula": "C8H16N2PRuS", "method": "the ωB97M-V functional and the def2-TZVPD basis", "charge": 1, "s_squared": 6.04, "homo_ev": [-10.81, -10.69], "gap_ev": [6.943, 5.436], "energy_ev": -34229.900, "spin_multiplicity": 5, "symbols": ["C", "C", "C", "C", "C", "Ru", "P", "H", "H", "H", "H", "H", "H", "H", "H", "C", "N", "C", "S", "N", "C", "H", "H", "H", "H", "H", "H", "H", "H"], "xyz": [[0.117, -0.329, -1.879], [-0.770, -0.952, -2.786], [-0.290, -2.264, -3.062], [0.907, -2.473, -2.306], [1.186, -1.294, -1.574], [0.802, 0.575, 1.993], [-0.325, 2.125, 1.016], [0.016, 0.667, -1.453], [-1.685, -0.512, -3.193], [-0.764, -2.985, -3.723], [1.988, -1.118, -0.859], [1.511, -3.378, -2.296], [-1.695, 2.315, 1.345], [-0.412, 2.309, -0.378], [0.198, 3.405, 1.331], [-1.723, 1.047, 4.431], [-1.587, -0.300, 3.867], [-0.449, -0.649, 3.143], [-0.589, -1.273, 1.528], [0.744, -0.722, 3.822], [0.965, -0.183, 5.176], [-0.777, 1.601, 4.422], [-2.073, 0.928, 5.457], [-2.484, 1.615, 3.878], [-2.446, -0.587, 3.392], [1.533, -1.230, 3.412], [1.874, -0.658, 5.529], [1.103, 0.899, 5.117], [0.129, -0.485, 5.806]], "lowdin_charge": [-0.1164, -0.1080, -0.0434, -0.1035, -0.1092, 0.5924, 0.6017, 0.0261, 0.0990, 0.1127, 0.0800, 0.0963, -0.0765, -0.0929, -0.0959, -0.0971, -0.0613, -0.9741, 0.6673, -0.1292, -0.0437, 0.0618, 0.0913, 0.0879, 0.1250, 0.1274, 0.1000, 0.0810, 0.1013]}

Question: Number 2 is which compound?
Answer: C8H16N2PRuS